Entry from the Open Molecules 2025 dataset: a structure of composition C39H60GeN5OP3STi (wB97M-V/def2-TZVPD).

## Properties
Strongest force on any atom   0.2 eV/Å
Energy   -6219.64262 Eh
Gap between HOMO and LUMO (spin up / spin down)   6.47 / 5.80 eV
Energy above the lowest of the compared OMol25 structures with the same formula, charge and spin   0.2515 eV
Multiplicity   2
Charge   +1

Structure (XYZ):
```
111
Properties=species:S:1:pos:R:3:forces:R:3
Ti 0.2206 0.3470 0.2484 -0.032 -0.046 -0.022
C -0.3344 1.6184 3.9651 -0.001 -0.034 -0.001
C 0.5514 0.3728 3.9844 0.023 0.046 -0.019
C 0.4596 -0.3389 5.3347 -0.002 -0.003 0.026
P 0.1653 -0.7476 2.5740 -0.041 -0.045 -0.056
C -1.4980 -1.4375 2.9435 -0.017 -0.023 -0.027
N -1.9409 -2.2477 1.8379 0.041 0.077 -0.010
Ge -1.7498 -1.5121 0.0789 -0.037 -0.111 -0.013
N -1.0063 -2.6655 -1.2944 0.037 -0.011 0.014
C 0.2484 -2.2453 -1.8945 -0.052 0.006 0.020
P 0.2121 -0.4394 -2.2667 0.038 -0.057 -0.070
C -0.9973 -0.2060 -3.6696 0.049 0.071 -0.027
C -0.7143 -1.1001 -4.8830 -0.072 -0.051 0.036
C -2.4807 -0.3390 -3.3344 -0.015 0.005 0.008
C 1.8007 -0.0363 -3.1443 0.116 0.030 0.045
C 2.9858 -0.9521 -2.8178 -0.158 0.039 -0.082
C 2.1450 1.4397 -2.9445 0.049 0.032 -0.043
C -1.8242 -3.5334 -2.0142 -0.057 -0.006 -0.015
C -1.5219 -4.1587 -3.2277 0.017 0.020 0.036
C -2.4852 -4.9008 -3.8998 -0.009 -0.014 0.004
C -3.7645 -5.0463 -3.3917 -0.007 0.002 -0.019
C -4.0575 -4.4957 -2.1510 0.039 0.014 0.012
C -3.0890 -3.7873 -1.4684 -0.033 -0.023 -0.006
N -3.2462 -3.3005 -0.1257 0.023 -0.008 0.022
C -2.7666 -4.2255 0.8809 0.007 -0.025 -0.016
C -2.9287 -5.5942 0.8113 0.010 0.014 0.013
C -2.4869 -6.3936 1.8591 -0.007 -0.006 -0.007
C -1.8884 -5.7999 2.9579 0.015 -0.007 -0.006
C -1.6907 -4.4261 3.0126 -0.022 0.015 0.012
C -2.1200 -3.6146 1.9626 -0.040 -0.015 -0.011
C -4.5211 -2.7068 0.1861 -0.016 0.013 -0.003
C -5.6137 -3.4527 0.5809 0.035 0.012 0.002
C -6.8329 -2.8327 0.8164 -0.017 -0.016 0.003
C -6.9285 -1.4634 0.6468 -0.014 0.015 0.001
C -5.8226 -0.7047 0.2845 0.023 -0.001 0.011
C -4.5810 -1.3131 0.0657 -0.023 -0.030 -0.014
N -3.4065 -0.6203 -0.2340 0.038 -0.039 -0.003
C -3.5403 0.8107 -0.0740 -0.008 0.067 0.018
P -2.0036 1.8335 -0.0241 0.014 0.087 0.002
C -2.4402 3.0103 1.3436 0.016 -0.022 0.007
C -1.3874 4.1045 1.5413 -0.017 0.024 0.001
C -3.8334 3.6457 1.2897 -0.005 0.001 0.023
C -1.9189 2.7729 -1.6210 0.001 -0.015 0.035
C -3.1458 3.5960 -2.0070 -0.007 0.031 -0.012
C -0.6514 3.6299 -1.7053 0.004 0.038 0.046
C 1.2955 -2.1996 2.7802 -0.009 -0.056 0.000
C 2.7316 -1.7882 3.1070 -0.008 0.007 -0.008
C 1.3020 -3.1284 1.5632 0.001 0.027 -0.015
H -0.0338 2.2937 4.7676 0.011 0.004 0.000
H -1.3828 1.3630 4.1382 0.010 -0.006 -0.008
H -0.2466 2.1573 3.0231 0.000 -0.009 0.030
H 1.5849 0.6903 3.8109 0.003 -0.004 0.006
H -0.5744 -0.6028 5.5640 0.001 -0.006 0.008
H 0.8051 0.3322 6.1225 -0.003 -0.008 0.005
H 1.0628 -1.2451 5.3835 -0.012 0.016 0.002
H -2.1857 -0.6005 3.1219 0.013 -0.007 -0.011
H -1.4608 -2.0088 3.8706 0.017 0.002 0.004
H 0.4655 -2.7881 -2.8126 -0.023 0.017 0.023
H 1.0989 -2.4203 -1.2305 0.010 -0.003 0.014
H -0.7917 0.8346 -3.9599 0.005 -0.028 0.032
H -1.0851 -2.1078 -4.7001 0.007 0.005 0.004
H 0.3303 -1.1666 -5.1681 0.099 -0.009 -0.039
H -1.2602 -0.7085 -5.7430 -0.006 0.011 0.012
H -2.7527 -1.3823 -3.1798 -0.007 -0.041 0.017
H -3.0688 0.0313 -4.1769 0.009 -0.002 -0.001
H -2.7819 0.2030 -2.4455 -0.018 0.019 0.025
H 1.5790 -0.1691 -4.2029 -0.035 0.020 0.011
H 3.2504 -0.9132 -1.7665 0.030 0.016 0.147
H 3.8508 -0.6287 -3.3996 -0.001 0.028 0.015
H 2.7893 -1.9899 -3.0885 -0.035 -0.008 0.009
H 2.4728 1.6470 -1.9241 -0.029 -0.030 -0.050
H 1.2999 2.0932 -3.1716 0.009 -0.016 -0.009
H 2.9609 1.7179 -3.6140 0.008 0.013 0.021
H -0.5383 -4.0911 -3.6692 -0.002 0.013 -0.001
H -2.2212 -5.3661 -4.8408 -0.003 -0.001 -0.003
H -4.5157 -5.6029 -3.9338 0.002 -0.004 -0.002
H -5.0364 -4.6228 -1.7075 -0.001 -0.004 -0.006
H -3.4013 -6.0358 -0.0567 0.003 -0.003 -0.006
H -2.6170 -7.4658 1.8160 -0.001 0.000 0.002
H -1.5508 -6.4122 3.7841 -0.001 -0.002 -0.001
H -1.1920 -4.0065 3.8767 -0.006 0.015 -0.011
H -5.5037 -4.5220 0.7125 -0.003 -0.002 0.004
H -7.6920 -3.4140 1.1206 0.000 -0.001 0.000
H -7.8750 -0.9637 0.8079 0.001 -0.001 0.001
H -5.9464 0.3624 0.1742 -0.006 -0.003 0.000
H -4.0293 1.0211 0.8854 0.003 0.031 -0.001
H -4.1998 1.2293 -0.8437 -0.005 0.005 -0.007
H -2.4100 2.3406 2.2125 -0.014 0.035 -0.017
H -1.5341 4.9071 0.8168 0.004 -0.021 0.029
H -0.3658 3.7420 1.4474 -0.011 0.008 -0.006
H -1.5070 4.5443 2.5330 -0.004 0.008 0.003
H -3.8959 4.4023 0.5103 -0.001 -0.013 0.030
H -4.0213 4.1465 2.2414 -0.004 -0.001 0.001
H -4.6422 2.9330 1.1361 0.007 -0.012 -0.003
H -1.8145 1.9666 -2.3479 0.009 -0.044 -0.036
H -3.2017 4.5111 -1.4178 -0.003 -0.015 -0.037
H -4.0855 3.0557 -1.8936 0.010 -0.001 0.005
H -3.0640 3.8916 -3.0548 0.003 0.000 -0.001
H -0.7639 4.5557 -1.1407 0.024 -0.049 -0.029
H -0.4682 3.9061 -2.7454 0.000 0.003 -0.005
H 0.2348 3.1188 -1.3251 -0.032 0.007 -0.017
H 0.8788 -2.7463 3.6322 -0.012 0.022 0.014
H 3.1661 -1.2270 2.2795 0.019 0.012 0.003
H 3.3292 -2.6916 3.2390 0.010 0.003 -0.007
H 2.8222 -1.2007 4.0197 -0.018 0.006 -0.015
H 1.8443 -2.6473 0.7484 -0.006 -0.002 -0.031
H 0.3080 -3.4142 1.2211 0.036 0.015 0.012
H 1.8367 -4.0450 1.8182 0.008 0.003 0.003
O 1.0633 2.0574 0.9262 0.052 0.009 -0.035
S 2.4803 1.3615 0.7774 -0.053 -0.093 -0.040
N 2.0866 -0.0400 0.2209 0.067 0.071 0.051
```
Forces are in eV/Å.

Atom charges from the Löwdin analysis, given in e for atoms 1 to 8: Ti 0.364; C -0.107; C -0.532; C -0.094; P 1.011; C -0.342; N -0.183; Ge 0.903